Record 1
# C10H30O5

A cluster of 5 separate species, C10H30O5 in total in a non-equilibrium geometry (the ωB97M-V functional and the def2-TZVPD basis, the Open Molecules 2025 dataset).

XYZ file:
```
45
Properties=species:S:1:pos:R:3:forces:R:3
C -0.90382 -1.40027 -4.72358 -1.6773 2.2650 4.6700
C -0.59282 -0.64227 -5.95758 -3.1953 0.5472 -0.1004
O -0.37582 -1.57627 -6.94658 1.5979 -0.8750 -1.6077
H -1.73582 -2.16927 -4.63658 0.7858 1.2118 -1.0561
H -1.25082 -0.48727 -3.87958 1.1474 -2.7508 -1.9850
H -0.03882 -1.90427 -4.33258 0.6265 -0.1027 0.4448
H 0.18618 0.14473 -5.85358 -0.4751 -0.5132 0.0422
H -1.61182 -0.20927 -6.22658 1.5252 0.2919 -0.0021
H 0.44518 -2.03327 -6.70158 -0.3313 -0.0536 -0.3864
C 0.12718 3.19173 -1.80458 3.5195 2.4505 -0.2692
C 1.63318 2.96073 -2.55458 -1.2370 -3.4649 3.9351
O 1.42518 2.65373 -3.86658 -2.5333 0.3419 -1.3880
H 0.08618 3.63773 -0.74458 0.8569 -1.2037 -1.2609
H -0.34382 2.22573 -1.83558 -0.8318 0.2339 -0.5412
H -0.11882 4.10673 -2.36858 -1.4447 -1.0251 -0.3452
H 1.96018 1.94173 -2.08858 0.1679 1.8553 -0.1126
H 2.37718 3.71373 -2.39258 0.1675 0.6862 0.2848
H 2.18018 2.62073 -4.41858 1.3228 0.1104 -0.3152
C -0.72982 -0.69327 -0.46858 2.8640 3.9500 -1.6493
C -0.21282 0.24473 0.70342 0.1422 -4.0926 -2.1084
O 0.54218 -0.44027 1.65442 1.2977 0.7408 1.1069
H 0.09018 -1.33027 -0.85658 0.0105 0.7837 0.0821
H -1.06682 0.06973 -1.32158 0.6353 -1.8377 1.6041
H -1.45582 -1.36727 -0.33058 -3.2154 -2.1292 1.1713
H -0.97482 0.72973 1.15542 -2.7788 1.7254 1.3122
H 0.35118 0.88873 0.14042 1.7464 2.1172 -0.9107
H 1.09618 0.26073 2.11742 -0.6316 -1.3236 -0.5944
C -1.05782 -3.80527 4.16542 1.8178 0.5968 -2.0805
C -1.54882 -3.03027 2.85842 0.6327 -0.8670 0.4544
O -2.95382 -3.28227 2.72142 3.9567 -5.2259 3.8505
H -1.77382 -3.56727 4.96342 1.0564 0.7292 0.3506
H 0.26118 -3.73727 4.29842 -4.5293 -0.1262 -0.0447
H -1.39782 -4.81127 3.96242 0.7587 -0.7485 -0.1241
H -0.88782 -3.12527 1.95742 -0.8009 -1.4159 0.3245
H -1.39082 -2.01227 2.92142 0.0412 2.5551 1.0840
H -3.41082 -2.72827 2.23442 -2.9007 4.5521 -3.8336
C 0.41718 1.69973 4.59742 0.7585 1.5049 -0.9075
C 2.00018 1.68173 4.33942 -2.4112 -3.0827 -0.0119
O 2.34418 1.37073 3.00842 -1.6680 -0.2524 -1.4181
H 0.03118 0.60373 4.65042 0.0512 2.1955 -1.0935
H -0.09982 2.70873 3.96242 1.1194 -3.7679 1.4209
H 0.31318 2.03173 5.63242 0.1016 0.0823 0.0694
H 2.39418 0.79473 4.89142 -0.0385 1.2577 0.6117
H 2.39818 2.61773 4.48842 1.0034 2.0208 1.4103
H 3.27418 1.45273 2.88542 0.9892 0.0530 -0.0831
```
Positions in Å, forces in eV/Å.

Values from the calculation:
Gap between HOMO and LUMO (eV): 10.350
Relative energy (zero: lowest compared OMol25 entry of this formula, charge and spin) (kcal/mol): 145.9
SMILES: CCO.CCO.CCO.CCO.CCO
LUMO (eV): 0.503
Calculated total energy (eV): -21086.8645

=====

Record 2
# C10H31AlN7O14S

A structure of composition C10H31AlN7O14S (the ωB97M-V functional and the def2-TZVPD basis, the Open Molecules 2025 dataset).

XYZ file:
```
64
Properties=species:S:1:pos:R:3:forces:R:3
C -3.12201 -0.91155 0.44011 0.1396 -0.1808 -0.4321
C -3.58051 -0.35744 -0.90681 0.1026 0.3671 0.6340
S -2.32648 0.70920 -1.66689 -0.0574 0.2662 -0.3876
C -1.18950 -0.32191 -2.65462 -0.3769 -0.2269 0.2450
Al -0.84603 -2.27416 -2.09868 0.1743 0.0347 -0.0711
H -2.10838 -1.27954 0.32826 0.0990 -0.2492 0.1404
H -3.11286 -0.13635 1.20345 -0.1406 0.1379 0.0774
H -3.76293 -1.73982 0.73918 -0.0110 -0.0668 0.2241
H -4.41862 0.31124 -0.71288 -0.1532 0.1513 -0.2001
H -3.94765 -1.13874 -1.56055 0.2638 -0.1647 -0.2397
H -0.23770 0.19948 -2.58036 0.1903 0.0359 0.1156
H -1.48253 -0.25086 -3.69905 -0.1405 -0.0133 -0.1416
H -2.14965 -2.88066 -1.37558 -0.1744 -0.1041 0.0717
H -0.49090 -3.19573 -3.37613 0.0163 0.0958 -0.2068
H 0.43285 -2.22466 -1.10720 0.0093 0.2758 0.1445
C 3.18032 -5.13656 -0.31696 0.0339 -0.1511 0.0321
N 1.86233 -5.10162 -1.00729 -0.0389 0.1184 0.0554
O 0.96953 -4.50047 -0.45830 -0.0012 -0.4804 -0.0099
O 1.78953 -5.68179 -2.07786 0.0139 0.0009 0.1116
H 3.09592 -4.58403 0.60440 -0.0155 0.0681 0.0302
H 3.41719 -6.18097 -0.13129 0.0352 -0.0159 -0.1416
H 3.91313 -4.68219 -0.97635 -0.0072 -0.0434 -0.0380
C -1.24387 1.37948 3.28423 -0.1400 -0.0702 -0.1717
N -0.77858 1.09958 4.66763 -0.0417 -0.0167 -0.0256
O -1.57004 0.62732 5.45747 0.0901 0.0854 -0.0017
O 0.37984 1.37559 4.92823 -0.0749 0.0202 0.0237
H -2.28495 1.09474 3.20303 -0.0063 -0.0346 0.0740
H -1.11929 2.44381 3.11885 0.0781 -0.0074 -0.0329
H -0.63040 0.80136 2.59900 0.0525 0.0342 0.0144
C -0.88168 4.62221 6.17877 0.0185 0.0358 0.1607
N -2.21821 4.71166 5.52779 0.0019 -0.0236 0.0580
O -3.09184 5.32896 6.10037 0.0732 -0.0537 -0.0966
O -2.33824 4.14853 4.45821 -0.0491 0.0684 0.0695
H -0.92106 5.16303 7.11636 -0.0597 0.0168 -0.0057
H -0.66581 3.56913 6.33880 0.0392 -0.0110 -0.0938
H -0.15945 5.06278 5.49853 0.0053 -0.0876 -0.0595
C 2.68750 -0.94317 2.74948 -0.1650 0.0998 -0.0905
N 3.45395 -2.02529 2.07278 -0.0979 0.0626 -0.0218
O 3.08654 -2.36657 0.97323 0.2061 0.0991 0.1357
O 4.40369 -2.50044 2.67814 -0.0709 0.0001 -0.0381
H 1.88448 -0.63279 2.09067 0.0372 -0.0992 -0.1012
H 2.30208 -1.34943 3.67873 0.1089 0.0347 0.0673
H 3.37657 -0.12826 2.94556 0.0405 -0.0561 0.1287
C 5.67534 -2.40830 6.44100 0.1572 -0.0773 0.0244
N 5.36951 -1.11529 5.77363 0.0364 0.0091 -0.1179
O 6.28870 -0.34555 5.57610 -0.1199 -0.0539 0.0312
O 4.21311 -0.92649 5.46451 0.0565 0.1040 0.1094
H 6.73687 -2.44197 6.65376 0.0109 0.0509 -0.0235
H 5.08785 -2.45015 7.35294 -0.0809 -0.0222 -0.0475
H 5.38411 -3.19886 5.75574 -0.0902 0.0239 0.0001
C -2.90644 1.10117 -5.97039 -0.2537 -0.1105 0.0869
N -2.19066 0.12714 -6.83985 -0.0772 0.0465 0.1154
O -2.66168 -0.11475 -7.94155 0.0993 0.0477 0.0655
O -1.18125 -0.35906 -6.38771 0.0284 -0.0303 -0.2306
H -3.78307 1.45226 -6.49775 0.0165 -0.0160 -0.0707
H -3.17561 0.58640 -5.05097 0.1568 0.0000 0.0506
H -2.21992 1.91419 -5.76646 0.0555 -0.0372 0.1100
C -1.27832 4.21604 -9.28643 0.1552 0.0083 -0.0662
N -1.67266 3.74617 -7.93140 0.0029 -0.0648 0.0593
O -0.79433 3.58839 -7.10902 -0.1018 0.0345 -0.0554
O -2.85604 3.54713 -7.74415 0.1000 0.1798 -0.0954
H -0.20313 4.34602 -9.30395 0.0079 -0.0220 0.0561
H -1.59552 3.45787 -9.99582 -0.0850 0.0198 0.0097
H -1.79312 5.15460 -9.46668 -0.0822 -0.0430 -0.0180
```
Positions in Å, forces in eV/Å.

Values from the calculation:
Gap between HOMO and LUMO (eV): 5.890
Total charge: -1
LUMO (eV): 1.618
Calculated total energy (eV): -67381.3027

=====

Record 3
# C10H31BiN3O2P2

A structure of composition C10H31BiN3O2P2 in a non-equilibrium geometry (the ωB97M-V functional and the def2-TZVPD basis, the Open Molecules 2025 dataset).

XYZ file:
```
49
Properties=species:S:1:pos:R:3:forces:R:3
Bi 0.49259 1.26883 -1.65111 -1.6899 -3.5071 1.5951
H 1.20935 -1.79597 -0.67687 -0.0985 -0.0004 -0.0081
H 1.27976 -1.96761 -1.39632 0.0411 -0.0399 -0.0924
P 0.44991 0.27759 -4.19834 0.4969 0.8504 -0.6300
C -1.14411 -0.15687 -4.98430 -0.1258 -0.1279 -0.1136
H -1.09100 -0.07318 -6.08415 0.0716 -0.0032 0.4230
H -1.40438 -1.19872 -4.72211 0.0956 0.5059 -0.0882
H -1.94196 0.51464 -4.61642 0.4245 -0.3224 -0.1180
C 0.87659 1.98395 -4.76299 -0.0430 -0.1697 -0.6788
H 1.85138 2.27917 -4.33888 -0.3697 -0.1317 -0.1498
H 0.93700 2.04265 -5.85776 0.0152 0.1136 0.1761
H 0.10268 2.68086 -4.40334 0.2946 -0.2280 -0.1820
C 1.75559 -0.82455 -4.85047 0.1243 -0.2601 -0.0871
H 1.49968 -1.87111 -4.59810 0.1607 0.5019 -0.1062
H 1.86787 -0.74164 -5.94667 -0.1414 0.0212 0.4388
H 2.72350 -0.57353 -4.37441 -0.5568 -0.1018 -0.2051
C -1.74012 -0.79570 -1.69525 -1.9408 -1.1617 0.2498
O -2.70412 -1.29705 -1.35665 1.4884 0.7923 -0.3215
H 2.24601 1.10339 -1.33615 1.3116 1.4687 -0.4374
H -0.73787 2.55228 -1.87270 0.5304 1.6050 -0.5333
C -2.02209 -1.51210 3.47436 0.0475 -0.3219 0.3819
N -1.74283 -0.58854 2.38388 0.3614 -0.0141 -0.2061
C -2.91778 0.18566 1.93640 0.0419 0.1497 -0.0469
P -0.26092 -0.03888 1.90331 -0.0403 0.6615 -0.1289
O -0.46674 0.61316 0.55713 0.3630 0.1794 0.9341
N 0.32421 1.09621 3.04413 0.0626 -0.6476 -0.4698
C 1.30721 2.04342 2.49270 0.0207 0.0693 0.0740
C -0.67480 1.80971 3.83858 -0.1591 0.0901 -0.0087
N 0.86874 -1.26744 1.78985 -0.3840 0.3637 -0.3993
C 2.25758 -0.90658 1.49350 -0.0061 0.0444 0.2469
C 0.75757 -2.52650 2.50230 -0.0925 -0.1299 0.2760
H -3.09603 -1.46877 3.68846 0.2960 -0.0068 0.0219
H -1.48747 -1.24085 4.40082 -0.1330 -0.2376 -0.2796
H -1.78506 -2.54743 3.17927 -0.1539 0.4485 0.3670
H -3.18149 0.95109 2.68539 0.0189 -0.1613 -0.2966
H -2.72654 0.66029 0.96253 -0.0860 -0.2025 0.5146
H -3.76042 -0.50515 1.84574 0.1135 0.1032 -0.1096
H 0.82908 2.69300 1.73816 0.2899 -0.1216 0.0924
H 1.66777 2.67885 3.30770 -0.0476 -0.1063 -0.1078
H 2.18539 1.53349 2.07591 -0.4316 0.2256 -0.0004
H -1.30621 2.44559 3.19374 -0.0527 -0.1389 0.3201
H -1.27851 1.11266 4.43317 0.0393 0.2223 -0.3007
H -0.15340 2.46746 4.54187 -0.0602 -0.1487 -0.1013
H 2.75698 -0.49654 2.38425 0.0352 0.0435 -0.2896
H 2.78511 -1.82622 1.22203 -0.0696 0.2097 -0.1057
H 2.31800 -0.21507 0.64269 0.0315 -0.0632 0.3301
H 0.78727 -2.37837 3.59205 -0.1482 -0.2641 -0.1536
H -0.14617 -3.05791 2.18197 0.3197 0.0352 0.2612
H 1.63318 -3.12172 2.23108 -0.2653 -0.0870 0.0530
```
Positions in Å, forces in eV/Å.

Values from the calculation:
Gap between HOMO and LUMO (eV): 6.882
Total charge: +1
LUMO (eV): -3.156
Calculated total energy (eV): -43846.5993

=====

Record 4
# C10H32B2KO5S3Sn

A structure of composition C10H32B2KO5S3Sn in a non-equilibrium geometry (the ωB97M-V functional and the def2-TZVPD basis, the Open Molecules 2025 dataset).

XYZ file:
```
54
Properties=species:S:1:pos:R:3:forces:R:3
Sn -18.83804 -6.69670 28.48396 0.1608 -0.5700 -0.9656
K -20.87777 -6.99183 25.20372 -4.3890 -0.7747 -4.2645
B -18.79368 -6.21753 25.94013 1.1440 -1.1814 1.5949
H -18.98875 -6.01197 24.89901 -0.3414 0.6121 -2.4272
H -19.32954 -7.09326 26.27207 0.2285 -2.5880 1.1205
H -17.77135 -6.47143 26.17386 2.4629 -1.1829 1.1725
H -19.07277 -5.39037 26.57428 -1.2048 2.5820 2.2250
B -21.28833 -7.11378 27.57430 -0.9148 -1.4530 0.1706
H -20.86583 -6.74513 28.49617 1.3094 1.6957 4.2791
H -21.99503 -7.90774 27.75986 -2.3602 -2.7847 1.2431
H -21.76203 -6.35732 26.96798 -1.8942 2.6222 -0.8426
H -20.53033 -7.51058 26.91686 1.9787 -2.3213 0.9066
C -20.77242 -9.17080 22.29769 0.3985 0.5604 0.8145
S -19.64668 -7.73851 22.38220 0.6392 0.1993 -1.0969
O -20.42391 -6.62131 23.04561 0.0526 0.0721 -1.5232
C -18.35064 -8.35586 23.51632 -4.3124 1.6048 -0.4964
H -20.31502 -10.00582 21.76699 0.0491 0.0864 0.1919
H -21.71426 -8.87899 21.83306 0.2373 0.1710 -0.0691
H -20.92532 -9.36331 23.35960 -0.3376 -0.6918 -0.0937
H -18.77136 -8.73980 24.44566 -0.2931 -0.3153 0.0187
H -17.74343 -7.50433 23.82339 -0.2850 0.0150 -0.7892
H -17.74495 -9.13174 23.04807 -2.4636 0.5041 -1.3234
C -16.11731 -7.94780 25.84786 0.7576 0.0493 -0.4670
S -15.40118 -9.08587 24.61715 1.0551 0.1942 0.7679
O -16.55178 -9.23606 23.64200 6.6276 -1.8087 1.3804
C -14.06122 -7.95783 23.95682 -1.2897 -0.7038 0.0645
H -16.93459 -8.46545 26.35005 0.2189 -0.1440 -0.0081
H -16.50867 -7.04116 25.38640 0.5223 -0.6813 -0.2831
H -15.33157 -7.62927 26.53288 -0.0107 -0.2188 0.1741
H -13.34000 -7.76046 24.74991 -0.1879 -0.0299 0.0841
H -14.53030 -7.04218 23.59673 0.4132 -0.6491 0.1333
H -13.56964 -8.49555 23.14607 -0.1241 0.0121 0.0316
C -21.15737 -4.27487 27.83736 0.3370 -0.3368 0.5855
S -19.68770 -3.48350 28.55598 -0.3692 0.7378 -2.8290
O -18.70992 -4.63266 28.89657 -0.5041 -0.2216 0.4136
C -19.08659 -3.00189 26.85407 0.5052 1.4486 0.6018
H -21.61406 -4.91083 28.59570 -0.2631 0.5958 0.0411
H -20.78463 -4.97980 27.09423 -0.0061 0.8118 0.2221
H -21.87108 -3.60716 27.35477 0.2297 0.3921 0.4012
H -19.65810 -2.19305 26.39880 -0.5775 -0.0082 0.4823
H -19.01718 -3.79919 26.11407 -0.1421 0.1047 0.7103
H -18.12072 -2.53066 27.03608 0.2030 -0.3153 -0.0134
O -14.16034 -5.24855 22.89380 1.1251 0.2483 -0.0557
C -15.20282 -5.01283 23.40344 -1.2413 0.2669 -0.1625
O -15.40117 -4.96378 24.73466 0.8516 -0.3077 1.4243
C -16.73831 -4.70409 25.13298 -0.9190 1.9856 -1.7651
C -17.53415 -4.64457 23.81145 -0.7653 -0.3825 -0.5231
C -16.49776 -4.80645 22.69635 -0.8122 0.9476 0.2001
H -16.88297 -3.70451 25.54288 1.0949 0.2008 0.2274
H -17.26152 -5.36168 25.82718 2.0804 0.5399 -0.5249
H -18.19302 -3.77657 23.83576 0.5341 0.6132 -0.5568
H -18.32197 -5.39034 23.70531 0.7854 -0.2022 -0.1801
H -16.37287 -3.90061 22.10310 -0.0907 -0.1601 -0.2957
H -16.70911 -5.66165 22.05442 0.0973 0.1594 -0.1270
```
Positions in Å, forces in eV/Å.

Values from the calculation:
Gap between HOMO and LUMO (eV): 7.555
Relative energy (zero: lowest compared OMol25 entry of this formula, charge and spin) (kcal/mol): 199.1
Total charge: +1
LUMO (eV): -3.608
Calculated total energy (eV): -77121.6746

=====

What is the gap between HOMO and LUMO in the third record? 6.882 eV

=====

Number 1 is which compound? C10H30O5

=====

Look up the gap between HOMO and LUMO of the third one. 6.882 eV

=====

Among the records above, which one has the highest gap between HOMO and LUMO? C10H30O5